No. 1
DFT (ωB97M-V/def2-TZVPD) results for one molecule with the formula C18H27N3O2.

Geometry (Å):
C 0.52 7.10 -1.99
C -0.46 6.74 -0.88
C -1.84 6.33 -1.39
C -1.83 4.98 -2.11
C -1.52 3.85 -1.13
O -2.04 3.79 -0.04
N -0.61 2.95 -1.61
C -0.13 1.78 -1.00
C -0.44 1.42 0.31
C 0.06 0.25 0.84
C 0.89 -0.60 0.11
N 1.45 -1.76 0.63
C 1.44 -2.98 -0.15
C 0.14 -3.77 0.11
N 0.03 -4.07 1.52
C 0.08 -5.28 2.12
O 0.08 -5.39 3.33
C 0.12 -6.49 1.20
C 0.09 -7.78 2.01
C 0.04 -2.87 2.33
C 1.32 -2.07 2.04
C 1.21 -0.21 -1.20
C 0.71 0.95 -1.74
H 0.75 6.23 -2.61
H 0.10 7.87 -2.63
H 1.45 7.47 -1.57
H -0.05 5.94 -0.27
H -0.59 7.61 -0.23
H -2.23 7.09 -2.07
H -2.52 6.24 -0.54
H -2.82 4.78 -2.52
H -1.12 4.99 -2.94
H -0.26 3.10 -2.54
H -1.08 2.05 0.90
H -0.22 0.01 1.86
H 1.51 -2.75 -1.21
H 2.30 -3.59 0.14
H 0.14 -4.68 -0.49
H -0.71 -3.15 -0.19
H -0.74 -6.46 0.52
H 1.03 -6.46 0.60
H -0.82 -7.83 2.60
H 0.12 -8.65 1.35
H 0.93 -7.82 2.69
H 0.00 -3.17 3.38
H -0.85 -2.27 2.09
H 1.35 -1.15 2.63
H 2.18 -2.69 2.32
H 1.88 -0.81 -1.79
H 0.98 1.23 -2.75

Output
E in eV: -27670.7073
Total charge: 0
SMILES: CCCCC(=O)Nc1ccc(N2CCN(C(=O)CC)CC2)cc1
E_LUMO in Eh: 0.02394
HOMO energy in eV: -7.441
ΔE to the lowest compared entry with this formula, charge and spin in kJ/mol: 123.0

Atomic partial charges in e from the natural (NBO) method, atoms 1 to 2: -0.61 -0.40



No. 2
DFT (ωB97M-V/def2-TZVPD) results for C18H27N3O5 as an isolated structure.

Geometry (Å):
C 4.77 2.99 -3.98
C 4.37 2.41 -2.53
H 4.53 3.09 -1.76
H 4.98 1.52 -2.48
O 3.13 2.37 -2.37
C 2.71 1.05 -3.11
O 3.51 0.15 -3.67
N 1.21 1.07 -3.04
C 0.37 1.93 -2.30
H -0.41 2.18 -2.84
C -0.29 1.01 -1.23
N -0.92 -0.06 -1.60
C -2.11 0.16 -1.87
C -3.21 -1.17 -1.64
C -3.50 -0.98 -0.09
O -4.51 -1.17 0.24
N -2.23 -1.18 0.77
C -2.16 -1.20 2.03
C -3.49 -1.18 2.94
C -3.12 -1.30 4.21
C -1.86 -1.04 4.79
C -0.72 -1.22 3.78
C -1.01 -1.16 2.50
O 0.13 -1.20 1.56
C 1.19 -0.83 2.06
H 1.57 -1.94 2.77
H 2.17 -0.99 1.36
H 1.45 -0.14 2.66
H 0.35 -1.13 4.30
O -1.73 -1.22 6.21
C -0.61 -1.09 6.72
H -0.68 -1.00 7.85
H 0.00 -0.23 6.51
H 0.21 -1.93 6.55
H -3.91 -1.21 4.96
H -4.49 -1.31 2.40
H -1.55 -0.90 0.19
H -4.01 -1.28 -2.20
H -2.71 -2.09 -1.89
H -2.62 0.89 -1.80
H -2.13 -0.06 -3.02
C 0.09 -1.20 -2.47
C 0.70 -0.25 -3.54
H -0.04 0.03 -4.16
H 1.33 -0.78 -4.10
H 0.78 -1.37 -1.48
H -0.50 -1.92 -2.51
H 0.71 0.69 -0.23
H -0.97 1.74 -0.50
H 1.00 2.67 -2.06
H 5.76 3.35 -4.05
H 4.13 4.02 -4.15
H 4.35 2.41 -4.68

Output
E in eV: -33791.0430
Total charge: 0
E_LUMO in Eh: 0.01486
HOMO energy in eV: -7.381
ΔE to the lowest compared entry with this formula, charge and spin in kJ/mol: 2306.0

Atomic partial charges in e from the natural (NBO) method, atoms 1 to 2: -0.62 -0.06



No. 3
DFT (ωB97M-V/def2-TZVPD) results for C18H27N4OP2SYb as an isolated structure.

Geometry (Å):
Yb -0.10 -0.12 0.16
N 3.52 1.36 2.60
C 2.39 0.89 2.07
S 2.43 0.51 0.36
N 1.36 0.79 2.88
N 0.25 0.21 2.38
C -0.78 0.12 3.15
C -1.95 -0.61 2.69
C -3.03 -0.84 3.53
C -4.09 -1.62 3.09
C -4.05 -2.14 1.81
C -2.96 -1.84 1.01
N -1.93 -1.09 1.42
H 4.35 1.45 2.04
H 3.56 1.55 3.59
H -0.74 0.50 4.17
H -3.02 -0.43 4.54
H -4.93 -1.82 3.74
H -4.84 -2.76 1.42
H -2.91 -2.21 0.00
C 0.70 3.35 -1.36
P -0.76 3.15 -0.31
C -0.40 3.75 1.35
C -2.08 4.12 -1.04
O -1.15 1.66 -0.25
H 0.95 4.41 -1.44
H 0.46 2.96 -2.35
H 1.55 2.82 -0.94
H -0.22 4.83 1.34
H 0.47 3.23 1.75
H -1.27 3.54 1.97
H -1.82 5.18 -1.00
H -3.00 3.96 -0.49
H -2.21 3.82 -2.08
C 1.18 -0.05 -3.79
P 0.21 -0.86 -2.47
C -0.94 -1.93 -3.41
C 1.36 -2.05 -1.68
C 2.70 -2.20 -2.01
C 3.50 -3.07 -1.28
C 2.97 -3.79 -0.22
C 1.63 -3.65 0.12
C 0.83 -2.77 -0.60
H 2.00 0.53 -3.36
H 0.52 0.62 -4.34
H 1.57 -0.80 -4.47
H -0.40 -2.78 -3.83
H -1.37 -1.34 -4.23
H -1.76 -2.29 -2.79
H 3.14 -1.64 -2.83
H 4.54 -3.19 -1.55
H 3.60 -4.46 0.35
H 1.21 -4.23 0.93
H -0.24 -2.74 -0.40

Output
E in eV: -88045.9635
2S+1: 2
Total charge: +2
E_LUMO (alpha / beta) in Eh: -0.23660 / -0.23630
HOMO energy (alpha / beta) in eV: -13.891 / -13.890
ΔE to the lowest compared entry with this formula, charge and spin in kJ/mol: 21.5

Atomic partial charges in e from the natural (NBO) method, atoms 1 to 2: 1.78 -0.74



No. 4
DFT (ωB97M-V/def2-TZVPD) results for a 9-piece molecular cluster, C18H27N9 overall.

Geometry (Å):
C 0.15 0.40 0.28
C -1.04 -0.32 -0.09
N -2.05 -0.86 -0.37
H -0.24 1.33 0.64
H 0.90 0.51 -0.51
H 0.67 -0.13 1.10
C 1.56 4.82 2.55
C 0.45 3.85 2.23
N -0.50 3.21 2.02
H 2.50 4.31 2.54
H 1.36 5.14 3.56
H 1.58 5.62 1.80
C -4.89 -1.80 -2.20
C -6.08 -1.15 -1.67
N -7.01 -0.72 -1.16
H -4.82 -1.56 -3.28
H -4.95 -2.88 -2.12
H -4.00 -1.40 -1.77
C -6.03 2.31 -0.20
C -4.88 2.76 -0.92
N -3.83 3.03 -1.30
H -5.92 1.34 0.36
H -6.89 2.16 -0.89
H -6.32 3.18 0.37
C 3.61 0.84 -2.30
C 2.90 -0.25 -2.94
N 2.31 -1.05 -3.51
H 2.96 1.72 -2.19
H 4.48 1.16 -2.78
H 3.87 0.42 -1.32
C 4.76 -3.59 2.32
C 4.22 -3.92 3.61
N 3.80 -4.23 4.62
H 4.70 -2.54 2.21
H 4.29 -4.13 1.51
H 5.80 -3.79 2.28
C 1.01 -2.17 4.53
C 1.93 -1.19 3.96
N 2.64 -0.46 3.44
H 0.35 -1.83 5.35
H 1.50 -3.06 5.02
H 0.38 -2.59 3.73
C -1.04 3.20 -3.05
C 0.32 3.74 -3.01
N 1.41 4.13 -2.91
H -1.80 3.95 -3.12
H -1.18 2.65 -2.14
H -1.18 2.58 -3.91
C 0.96 -3.93 -1.98
C 2.17 -3.59 -1.25
N 3.12 -3.22 -0.71
H 0.84 -3.18 -2.76
H 0.17 -3.91 -1.21
H 0.96 -4.91 -2.45

Output
E in eV: -32511.6773
Total charge: 0
SMILES: CC#N.CC#N.CC#N.CC#N.CC#N.CC#N.CC#N.CC#N.CC#N
E_LUMO in Eh: 0.01696
HOMO energy in eV: -11.550
ΔE to the lowest compared entry with this formula, charge and spin in kJ/mol: 88.1

Atomic partial charges in e from the natural (NBO) method, atoms 1 to 2: -0.75 0.33



No. 5
DFT (ωB97M-V/def2-TZVPD) results for one molecule with the formula C18H27NO9.

Geometry (Å):
O -4.57 -2.95 0.17
N -4.40 -1.75 0.09
O -5.22 -0.92 0.44
C -3.15 -1.28 -0.43
C -2.20 -2.20 -0.86
C -1.00 -1.73 -1.37
C -0.74 -0.37 -1.44
C -1.72 0.56 -1.00
C -2.92 0.09 -0.50
O -1.38 1.86 -1.11
C -2.08 2.81 -0.33
C -1.17 4.04 -0.18
O -0.28 3.98 0.89
C 0.72 2.98 0.83
C 0.53 1.90 1.90
O -0.48 0.99 1.51
C -0.45 -0.23 2.21
C 0.75 -1.12 1.84
O 1.77 -0.93 2.80
C 2.92 -1.70 2.58
C 3.80 -1.19 1.44
O 3.38 -1.75 0.21
C 4.31 -1.64 -0.84
C 4.59 -0.19 -1.29
O 3.45 0.60 -1.51
C 2.66 0.25 -2.62
C 1.47 -0.66 -2.28
O 0.40 0.18 -1.90
H -2.41 -3.25 -0.79
H -0.26 -2.45 -1.69
H -3.69 0.76 -0.15
H -3.01 3.09 -0.83
H -2.29 2.40 0.67
H -0.63 4.19 -1.13
H -1.79 4.92 0.02
H 1.68 3.48 1.02
H 0.74 2.50 -0.15
H 0.26 2.38 2.86
H 1.48 1.37 2.04
H -0.44 -0.07 3.29
H -1.38 -0.74 1.93
H 0.45 -2.17 1.83
H 1.10 -0.85 0.84
H 2.65 -2.75 2.38
H 3.48 -1.64 3.52
H 4.84 -1.49 1.63
H 3.75 -0.10 1.40
H 5.27 -2.09 -0.54
H 3.89 -2.22 -1.66
H 5.14 0.34 -0.51
H 5.21 -0.24 -2.19
H 3.28 -0.22 -3.40
H 2.25 1.19 -3.01
H 1.74 -1.33 -1.45
H 1.19 -1.25 -3.16

Output
E in eV: -39016.1978
Total charge: 0
SMILES: O=[N+]([O-])c1ccc2c(c1)OCCOCCOCCOCCOCCOCCO2
E_LUMO in Eh: -0.00552
HOMO energy in eV: -8.515
ΔE to the lowest compared entry with this formula, charge and spin in kJ/mol: 1.8

Atomic partial charges in e from the natural (NBO) method, atoms 1 to 2: -0.39 0.53



No. 6
DFT (ωB97M-V/def2-TZVPD) results for an isolated ion of composition C18H27OSi and charge +1.

Geometry (Å):
C 0.76 -2.33 -0.08
C -0.10 -1.10 -0.45
C -1.38 -1.55 -1.20
C -0.41 -0.39 0.74
O -1.63 0.07 0.96
Si -2.35 0.81 2.38
C -4.02 1.42 1.80
C -2.62 -0.38 3.80
C -1.16 2.20 2.80
H 0.89 -2.93 -0.99
H 1.79 -2.08 0.29
H 0.27 -2.99 0.71
H -1.08 -2.29 -1.97
H -2.10 -2.04 -0.47
H -1.92 -0.74 -1.73
H 0.33 -0.19 1.50
H -4.49 2.09 2.56
H -3.91 1.97 0.86
H -4.70 0.56 1.64
H -2.92 0.22 4.68
H -3.44 -1.08 3.59
H -1.72 -0.94 4.05
H -1.50 2.73 3.71
H -0.15 1.82 2.96
H -1.15 2.92 1.96
C -0.11 0.79 -1.98
C -0.69 0.40 -3.37
C 0.09 -0.87 -3.73
C 0.98 -1.21 -2.76
C 0.79 -0.39 -1.52
C 2.10 0.06 -0.97
C 3.20 -0.84 -1.02
C 4.42 -0.50 -0.37
C 4.49 0.67 0.37
C 3.44 1.60 0.36
C 2.20 1.25 -0.25
H 0.57 1.66 -2.18
H -0.88 1.13 -1.24
H -1.79 0.26 -3.37
H -0.46 1.20 -4.11
H 0.00 -1.32 -4.75
H 1.64 -2.10 -2.80
H 3.19 -1.74 -1.63
H 5.25 -1.24 -0.36
H 5.41 0.91 0.94
H 3.49 2.53 0.90
H 1.39 1.96 -0.28

Output
E in eV: -29022.7019
Total charge: +1
E_LUMO in Eh: -0.18283
HOMO energy in eV: -12.052

Atomic partial charges in e from the natural (NBO) method, atoms 1 to 2: -0.60 -0.23



No. 7
DFT (ωB97M-V/def2-TZVPD) results for C18H28AlBBr3CaClF16KN3O10S3 as an isolated structure.

Geometry (Å):
C -0.55 2.31 0.19
C -1.41 1.38 -0.78
O -1.75 0.14 -0.24
C -0.94 -1.01 -0.56
C -0.01 -1.15 0.71
N 1.23 -1.87 0.41
C -0.19 -1.27 -1.88
C 0.52 -0.56 -3.02
C 1.52 0.61 -2.74
C 3.02 0.18 -2.59
F 3.15 -0.26 -1.32
F 3.31 -0.90 -3.37
C 4.04 1.31 -3.00
F 3.43 2.51 -3.27
F 4.56 0.92 -4.19
C 5.32 1.55 -2.09
F 6.20 2.22 -2.92
F 5.89 0.41 -1.80
C 5.05 2.55 -0.91
F 3.83 2.45 -0.41
F 5.07 3.84 -1.52
S 6.29 2.63 0.55
F 7.55 2.25 -0.41
F 6.01 1.08 1.05
F 5.07 3.17 1.51
F 6.57 4.22 0.20
F 7.33 2.81 1.78
N -0.13 -2.56 -1.96
C -0.97 -3.31 -1.00
C -2.01 -2.16 -0.69
C -2.92 -2.20 -1.98
C -3.33 -0.83 -2.59
C -4.60 -0.20 -1.91
F -5.45 0.27 -2.92
B -3.06 -2.40 0.50
O -4.14 -1.56 0.80
C -2.86 -3.70 1.42
C -3.49 -5.02 0.79
H 0.44 2.54 -0.29
H -0.48 1.90 1.24
H -1.08 3.32 0.28
H -2.35 1.94 -0.93
H -0.92 1.39 -1.77
H 0.28 -0.16 1.10
H -0.53 -1.66 1.55
H 2.00 -1.56 1.02
H 1.08 -2.84 0.71
H 0.95 -1.35 -3.67
H -0.28 -0.11 -3.65
H 1.28 1.07 -1.76
H 1.36 1.36 -3.52
H 0.44 -3.06 -2.64
H -0.45 -3.76 -0.14
H -1.59 -4.12 -1.41
H -3.87 -2.71 -1.69
H -2.53 -2.82 -2.81
H -2.50 -0.09 -2.67
H -3.65 -1.03 -3.63
H -5.15 -1.04 -1.45
H -4.37 0.62 -1.22
H -3.79 -0.85 1.36
H -1.77 -3.82 1.59
H -3.29 -3.45 2.41
H -2.67 -5.69 0.49
H -4.15 -5.47 1.55
H -4.02 -4.73 -0.13
O 9.77 1.79 6.10
Cl 9.10 1.80 4.75
O 9.14 0.49 4.21
O 9.76 2.72 3.89
O 7.72 2.22 4.93
Al 5.77 5.18 -3.06
N -7.23 0.88 3.87
S -5.73 1.23 3.45
O -5.48 2.57 3.06
O -5.00 0.21 2.77
F -5.07 1.18 4.89
S -8.21 0.92 2.64
O -9.61 0.93 3.05
O -7.91 0.09 1.53
F -8.04 2.36 2.06
Br -6.97 -1.38 -3.39
Br 7.86 1.27 7.19
K -0.71 4.50 1.38
Br 4.81 -0.76 1.75
Ca -9.49 0.14 5.18

Output
E in eV: -384700.3412
Total charge: +2
E_LUMO in Eh: -0.25720
HOMO energy in eV: -8.496

Atomic partial charges in e from the Löwdin method, atoms 1 to 2: -0.15 -0.21



No. 8
DFT (ωB97M-V/def2-TZVPD) results for C18H28BrFeN7O7S as an isolated structure.

Geometry (Å):
Fe 0.46 -1.05 -1.06
O -5.23 -0.93 1.39
C -4.00 -1.25 0.95
C -2.84 -0.90 1.64
C -1.63 -1.24 1.08
N -1.50 -1.91 -0.07
C -2.62 -2.28 -0.68
Br -2.45 -3.30 -2.26
C -3.89 -1.98 -0.23
H -5.17 -0.36 2.17
H -2.87 -0.32 2.56
H -0.71 -0.92 1.55
H -4.77 -2.28 -0.77
N 1.41 -2.98 -0.24
N 2.59 -2.63 0.43
C 2.98 -1.26 0.41
O 4.10 -1.00 0.81
O 2.05 -0.45 0.07
H 0.85 -3.60 0.34
H 1.56 -3.38 -1.15
H 3.37 -3.27 0.36
C 2.04 -0.41 -4.41
C 1.19 -1.64 -4.04
C 0.08 -1.81 -5.09
C 2.09 -2.88 -4.06
N 0.63 -1.45 -2.75
H 2.52 -0.53 -5.39
H 2.82 -0.26 -3.66
H 1.41 0.48 -4.43
H 0.49 -1.90 -6.10
H -0.60 -0.96 -5.05
H -0.50 -2.71 -4.88
H 2.52 -3.07 -5.05
H 1.51 -3.76 -3.77
H 2.91 -2.76 -3.34
N 2.35 -0.44 3.37
C 1.58 0.73 3.38
C 0.19 0.64 3.49
C -0.60 1.78 3.43
C -0.02 3.03 3.30
C 1.37 3.13 3.27
C 2.16 1.99 3.30
S -1.03 4.48 3.04
O -0.62 5.45 4.04
O -2.40 4.00 3.15
O -0.69 4.89 1.66
H 3.27 -0.29 2.96
H 1.90 -1.16 2.81
H -0.26 -0.34 3.64
H -1.68 1.72 3.48
H 1.82 4.11 3.20
H 3.24 2.08 3.24
C -2.69 2.46 -0.11
N -1.28 2.75 0.00
C -0.33 1.83 -0.21
N 0.95 2.20 0.04
O -0.61 0.67 -0.63
H -3.12 2.96 -0.98
H -3.19 2.83 0.79
H -2.84 1.39 -0.21
H -1.00 3.57 0.55
H 1.09 3.04 0.59
H 1.62 1.45 0.15

Output
E in eV: -159153.0751
2S+1: 6
Total charge: -1
E_LUMO (alpha / beta) in Eh: 0.07476 / 0.07448
HOMO energy (alpha / beta) in eV: -5.137 / -5.269
ΔE to the lowest compared entry with this formula, charge and spin in kJ/mol: 103.4

Atomic partial charges in e from the natural (NBO) method, atoms 1 to 2: 1.53 -0.65